C51H89BrCl3N7NaO4P4S3Si | ωB97M-V with the def2-TZVPD basis set

Computed properties:
Relative energy (zero: lowest compared OMol25 entry of this formula, charge and spin)   12.8 kcal/mol
Kohn-Sham gap   0.302 Ha
E_tot   -262522.7112 eV
Lowest unoccupied orbital energy   -1.5 eV
Charge   +1

```
164
Properties=species:S:1:pos:R:3:forces:R:3
Na 1.01838 0.82096 -0.99909 0.305 -0.025 1.923
C 3.91992 0.20654 -3.86474 -0.166 0.213 0.020
N 2.76121 1.09356 -4.11988 0.227 -0.221 -0.345
C 3.04027 2.24081 -4.98956 -0.011 -0.057 0.215
P 1.29648 0.34611 -4.02958 0.046 0.178 0.107
O 1.05351 -0.29722 -2.72328 0.038 -0.448 -0.936
O 0.26446 1.53948 -4.35564 0.050 -0.017 0.196
P -0.51345 2.53808 -3.31637 -0.024 -0.131 -0.257
O -0.05353 2.32375 -1.92800 -0.449 0.736 -0.711
N -0.23762 4.04004 -3.88179 0.101 0.165 0.095
C 0.57574 4.98930 -3.12055 -0.064 -0.055 -0.118
C -0.45728 4.36478 -5.28735 0.021 0.048 0.086
N -2.05978 2.17030 -3.72688 -0.188 -0.117 0.299
C -2.49682 0.79839 -3.40922 0.027 0.165 -0.102
C -3.13610 3.15996 -3.68768 0.049 -0.157 -0.038
N 1.10530 -0.71915 -5.25912 -0.144 -0.219 -0.043
C 0.04502 -1.72801 -5.11569 0.106 0.033 -0.036
C 1.32758 -0.27869 -6.63258 -0.041 -0.047 0.035
H 4.83411 0.75759 -4.07927 -0.028 0.025 0.013
H 3.90490 -0.68824 -4.49339 -0.029 0.034 -0.040
H 3.94397 -0.10054 -2.81858 -0.058 0.001 -0.020
H 3.53479 1.94535 -5.91757 0.009 -0.046 -0.041
H 3.69762 2.93725 -4.46684 0.014 0.001 0.029
H 2.11871 2.76206 -5.23686 -0.001 -0.024 0.014
H 0.68940 4.64187 -2.09686 -0.046 -0.040 -0.021
H 0.09186 5.96715 -3.10619 -0.040 0.010 -0.025
H 1.56639 5.10467 -3.57082 0.006 -0.019 -0.017
H -1.02604 3.57625 -5.77714 0.004 0.001 0.038
H 0.49432 4.48423 -5.81320 0.019 -0.003 -0.001
H -1.01297 5.30073 -5.37739 -0.004 0.000 0.016
H -1.67301 0.09172 -3.51823 -0.009 0.074 -0.003
H -3.29231 0.50446 -4.09451 -0.011 0.012 -0.043
H -2.85831 0.72449 -2.37913 0.001 0.037 0.016
H -2.73605 4.17007 -3.66053 0.039 -0.006 0.001
H -3.77466 3.01537 -2.81432 0.006 -0.016 0.079
H -3.76063 3.05628 -4.57641 -0.005 -0.015 -0.034
H -0.07845 -1.99531 -4.06556 0.056 0.066 -0.063
H 0.32391 -2.62450 -5.67128 0.023 0.017 -0.019
H -0.91251 -1.36392 -5.50811 0.035 0.009 0.006
H 2.16150 0.41971 -6.68673 -0.031 -0.042 0.036
H 0.43894 0.20468 -7.05395 0.009 0.002 0.015
H 1.57452 -1.14269 -7.24916 0.005 -0.018 -0.011
C 3.90130 2.45785 1.60558 -0.138 -0.215 -0.121
P 3.68711 1.42499 0.08779 0.400 0.095 -0.073
C 4.84244 2.35181 -1.02591 -0.066 -0.013 0.086
C 4.76090 -0.04016 0.47994 -0.079 -0.175 -0.054
C 6.09077 0.14846 0.87833 -0.058 -0.010 -0.006
C 6.93451 -0.92252 1.11267 -0.019 -0.032 0.004
C 6.45978 -2.22117 0.95676 0.026 0.045 -0.006
C 5.14523 -2.42762 0.57996 -0.010 0.023 0.013
C 4.27827 -1.35668 0.33546 0.031 0.203 0.032
P 2.51361 -1.67764 -0.12693 0.133 -0.343 -0.127
C 2.10067 -2.98915 1.11570 -0.101 0.150 -0.015
C 2.75829 -2.75821 -1.61174 -0.088 0.123 0.033
H 4.86214 2.27156 2.08520 0.028 0.043 0.023
H 3.09074 2.26325 2.31009 0.115 0.012 -0.222
H 3.84426 3.51087 1.32723 -0.032 -0.007 -0.003
H 5.78955 2.59052 -0.54103 0.021 0.019 -0.032
H 4.35521 3.28673 -1.31689 0.027 -0.043 0.007
H 5.04214 1.77276 -1.92818 -0.005 0.035 0.061
H 6.48293 1.15191 1.00992 -0.048 -0.040 -0.028
H 7.96032 -0.74739 1.41607 -0.052 -0.014 -0.018
H 7.11517 -3.06654 1.12951 -0.027 0.030 0.014
H 4.78203 -3.44571 0.48047 0.007 0.062 -0.015
H 2.46003 -3.97282 0.81001 0.021 0.006 0.035
H 1.01467 -3.03211 1.23273 0.133 0.016 -0.021
H 2.53597 -2.73704 2.08113 -0.013 0.042 0.047
H 3.27172 -3.69038 -1.37310 0.030 -0.012 0.008
H 3.33213 -2.21943 -2.36633 -0.048 -0.023 0.009
H 1.77541 -2.98110 -2.03888 0.089 0.010 0.058
S -0.34370 -0.99083 4.18009 0.190 -0.063 -0.250
C 1.34043 -0.72405 4.31825 -0.023 -0.191 0.028
C 1.81709 -0.20016 3.15915 -0.166 -0.091 -0.373
N 0.87707 -0.00655 2.16386 0.101 -0.056 0.271
C -0.30083 -0.38293 2.57545 0.192 -0.123 0.058
H 1.88058 -0.97707 5.22210 -0.069 0.075 -0.157
H 2.85885 0.04907 2.97271 -0.221 -0.072 -0.055
H -1.20716 -0.32018 1.97542 0.275 0.020 0.138
C -3.47050 -2.52510 1.77071 -0.047 0.005 0.104
C -3.98180 -3.32301 0.55875 -0.042 -0.025 -0.025
C -4.78485 -4.53821 1.06098 -0.074 0.016 -0.006
C -4.93887 -2.39378 -0.20816 -0.013 0.009 0.045
Si -2.55627 -3.89067 -0.58713 0.044 0.222 -0.021
Br -1.19579 -2.05712 -0.71160 0.044 -0.024 -0.037
C -3.09262 -4.19363 -2.40061 -0.047 -0.046 0.004
C -4.28759 -5.16681 -2.45173 0.001 -0.024 -0.030
C -1.92601 -4.81128 -3.19067 -0.034 0.015 -0.078
C -3.48584 -2.89294 -3.12461 0.002 -0.006 -0.098
C -1.46510 -5.27337 0.15405 -0.032 -0.054 -0.009
C -2.15435 -6.64495 0.00198 0.034 -0.010 0.056
C -1.23029 -4.99913 1.65066 0.030 -0.040 0.009
C -0.08217 -5.34948 -0.51669 0.027 -0.085 -0.017
H -4.33047 -2.24571 2.39384 0.064 -0.015 -0.037
H -2.96986 -1.60329 1.45914 -0.067 -0.091 0.017
H -2.77792 -3.08981 2.39878 -0.098 0.110 -0.066
H -5.63727 -4.18681 1.65629 0.067 -0.030 -0.058
H -4.19214 -5.19636 1.70057 -0.055 0.083 -0.040
H -5.18536 -5.13962 0.23744 0.045 0.068 0.126
H -5.69268 -2.00591 0.48973 0.056 -0.029 -0.055
H -5.47305 -2.91135 -1.00754 0.030 0.056 0.095
H -4.41064 -1.53684 -0.64230 -0.055 -0.111 0.050
H -4.06115 -6.13129 -1.98587 -0.038 0.122 -0.069
H -4.55242 -5.36181 -3.49870 0.030 0.013 0.087
H -5.17667 -4.75981 -1.96187 0.095 -0.039 -0.088
H -1.67481 -5.81487 -2.84202 -0.035 0.090 -0.055
H -1.02363 -4.19026 -3.14100 -0.095 -0.073 -0.003
H -2.21814 -4.89763 -4.24535 0.033 0.014 0.086
H -4.39165 -2.43897 -2.72139 0.108 -0.032 -0.059
H -3.67826 -3.12820 -4.17996 0.003 0.018 0.090
H -2.68445 -2.14855 -3.08790 -0.080 -0.100 -0.012
H -3.13966 -6.67596 0.47767 0.130 -0.019 -0.069
H -1.53304 -7.41415 0.47845 -0.061 0.072 -0.030
H -2.27456 -6.93201 -1.04680 0.038 0.033 0.123
H -2.14696 -5.08162 2.23818 0.081 -0.008 -0.043
H -0.79876 -4.00729 1.82578 -0.057 -0.122 -0.017
H -0.52372 -5.74129 2.04061 -0.041 0.044 -0.019
H -0.13231 -5.72867 -1.53698 0.025 0.028 0.088
H 0.54660 -6.04125 0.05788 -0.040 0.047 -0.045
H 0.42165 -4.38243 -0.54004 -0.038 -0.071 0.021
Cl 5.49116 3.50919 4.95140 -0.007 -0.004 -0.009
C 3.76448 3.66122 4.97001 -0.050 0.000 0.030
C 2.97391 2.55360 4.71814 -0.036 -0.089 0.175
C 1.59544 2.69209 4.72823 -0.031 -0.001 0.035
C 0.98735 3.91721 4.98371 0.056 0.066 0.072
C -0.52475 4.03554 4.91975 0.108 -0.054 -0.062
C -0.99308 4.69762 3.62200 0.162 -0.163 -0.056
N -0.20720 4.28943 2.47169 -0.263 0.138 -0.161
C 0.54295 5.11535 1.66627 0.106 -0.066 0.043
C 1.14954 4.29086 0.76215 -0.061 -0.157 0.036
N 0.79156 2.98020 0.99773 -0.149 0.154 -0.184
C -0.03475 3.02271 2.01671 0.271 -0.015 0.155
O -1.12878 2.75932 4.98589 -0.095 -0.102 0.135
C -1.33009 2.33335 6.33028 -0.003 -0.038 -0.038
C -1.83171 0.92254 6.37532 0.013 0.053 0.024
C -2.88419 0.42842 5.66375 -0.030 -0.044 0.188
Cl -3.90333 1.27511 4.57365 0.066 -0.026 -0.029
S -3.18221 -1.22890 5.99767 -0.149 0.031 0.020
C -1.89525 -1.28401 7.12095 -0.034 -0.167 0.022
C -1.26625 -0.08455 7.21774 0.112 0.169 0.023
C 1.81453 5.00660 5.23661 0.000 -0.100 -0.036
Cl 1.12976 6.57494 5.55713 -0.033 -0.006 -0.001
C 3.19582 4.89415 5.23355 0.083 0.132 0.005
H 3.43288 1.59460 4.50521 -0.041 0.143 0.111
H 0.96601 1.83266 4.51891 0.103 0.175 0.083
H -0.88439 4.65973 5.74286 -0.017 0.028 0.091
H -0.90577 5.77414 3.71225 0.007 0.130 -0.014
H -2.04024 4.43434 3.48186 -0.071 0.007 -0.051
H 0.59358 6.18354 1.82288 -0.039 -0.150 0.008
H 1.83563 4.56087 -0.03122 -0.108 -0.047 0.121
H -0.51298 2.17312 2.48977 0.079 0.244 -0.120
H -2.04899 3.00696 6.80905 -0.049 0.051 0.026
H -0.39256 2.39592 6.89194 0.035 -0.010 0.011
H -1.67006 -2.20703 7.64025 -0.022 0.167 -0.072
H -0.41913 0.09837 7.87205 -0.122 -0.022 -0.097
H 3.81819 5.75871 5.42741 -0.059 -0.059 0.001
C -4.37482 1.33707 0.38769 0.071 0.062 0.099
S -2.60034 1.64792 0.49491 -0.068 -0.010 -0.153
C -2.58857 3.41158 0.11138 0.104 -0.019 0.042
H -4.91755 2.00759 1.05629 -0.017 -0.062 -0.041
H -4.54648 0.30646 0.70114 -0.012 0.107 -0.028
H -4.72988 1.46814 -0.63625 -0.044 -0.022 0.044
H -3.13854 3.60321 -0.80987 0.020 0.005 0.013
H -1.54438 3.70387 -0.02935 -0.164 -0.026 0.009
H -3.03607 3.98741 0.92443 0.041 -0.006 -0.051
```
Positions in Å, forces in eV/Å.

Results of the Löwdin charge analysis, in e, for atoms 1 through 4:
1 Na 0.018
2 C -0.081
3 N -0.259
4 C -0.088

=====

C36H30CsN10O5S3 | ωB97M-V with the def2-TZVPD basis set

Computed properties:
Relative energy (zero: lowest compared OMol25 entry of this formula, charge and spin)   52.0 kcal/mol
Kohn-Sham gap   0.221 Ha
E_tot   -96010.4210 eV
Lowest unoccupied orbital energy   1.0 eV
Charge   -1

```
85
Properties=species:S:1:pos:R:3:forces:R:3
Cs -1.15787 -2.07326 0.71270 -0.049 0.263 -0.106
N -4.94493 -5.21051 0.94783 -0.443 1.113 1.770
C -4.60476 -3.98723 0.52315 0.810 1.552 -0.252
S -4.60203 -2.62018 1.55946 -0.191 -0.503 0.173
N -4.22069 -3.98300 -0.76972 -1.100 -2.191 0.814
N -3.59569 -2.93380 -1.18343 1.168 1.609 -1.609
C -3.28653 -2.90502 -2.46098 1.479 2.737 1.589
C -3.65492 -3.92308 -3.40313 -1.307 -2.503 -0.915
C -2.76448 -4.93517 -3.83493 -0.436 0.377 0.086
C -3.22254 -5.91436 -4.72043 -1.354 0.412 0.293
C -4.60771 -6.01057 -5.09710 2.708 0.998 0.961
C -5.47292 -5.09557 -4.55774 -1.239 0.176 0.068
C -5.01931 -4.06093 -3.75300 0.595 1.404 0.584
C -2.48190 -1.70732 -2.98136 -0.877 -2.139 -1.973
C -2.29293 -1.66060 -4.40009 -0.039 -0.082 1.141
C -1.55654 -0.62803 -4.93889 -0.476 -0.557 -0.398
C -1.09966 0.40656 -4.14402 -1.099 -1.158 0.932
C -1.44390 0.30247 -2.78781 0.467 1.220 -1.484
N -2.02623 -0.74323 -2.22642 -0.216 0.775 1.354
H -5.38377 -5.38444 1.83325 0.085 0.305 -0.043
H -4.89003 -5.90224 0.28714 0.035 -1.990 -1.717
H -1.72787 -4.93975 -3.43504 -0.757 0.002 -0.570
H -2.51038 -6.62878 -5.05167 0.368 -0.639 -0.444
H -4.94232 -6.69267 -5.83069 -0.199 -0.911 -0.430
H -6.54861 -5.23608 -4.75310 0.537 0.411 0.026
H -5.66845 -3.23322 -3.36698 0.297 -1.160 -0.402
H -2.75064 -2.43157 -5.01236 0.237 0.225 -0.022
H -1.45691 -0.62488 -6.00832 0.307 0.190 -0.374
H -0.65143 1.26161 -4.58491 0.429 0.647 0.004
H -1.33535 1.24685 -2.26239 0.274 -0.490 0.926
O -0.56742 5.99189 3.03497 -0.140 0.682 0.908
N -0.85514 5.78211 1.89079 1.000 1.222 -2.377
O -0.75085 6.60616 0.95566 -0.369 -0.757 1.489
C -1.23634 4.45183 1.51876 0.201 -1.123 0.200
C -2.22061 4.33314 0.62091 -0.195 -2.502 0.385
C -2.77590 3.00989 0.34861 1.294 1.342 -0.220
C -3.87747 2.88306 -0.51758 0.767 -0.956 0.797
C -4.38906 1.63052 -0.63227 -0.860 0.340 -1.011
C -3.78207 0.54580 0.01730 -0.727 -1.846 0.014
N -2.72139 0.60564 0.76399 1.289 2.354 -0.045
C -2.15764 1.88589 0.89107 -2.203 -1.937 0.192
C -1.04045 1.99696 1.76274 1.605 2.866 -0.115
N -0.39911 0.94406 2.16213 0.441 -2.685 0.469
C 0.69265 1.02459 2.89912 0.175 0.362 -0.393
C 1.22828 2.22807 3.31347 -1.054 2.174 0.938
C 0.52722 3.43214 3.00150 0.765 -1.786 -0.437
C -0.52803 3.30553 2.09327 -1.399 0.313 0.143
H -2.67422 5.14010 0.14257 -0.517 1.425 -0.483
H -4.21866 3.73882 -1.05282 -0.504 0.426 -0.205
H -5.25914 1.48940 -1.27089 0.180 -0.310 0.163
H -4.17752 -0.49407 -0.05101 -0.054 0.911 -0.198
H 1.23448 0.12099 3.16622 -0.293 -0.123 -0.139
H 2.05881 2.21321 4.00965 0.203 0.153 -0.310
H 0.74788 4.43605 3.35834 0.506 -0.619 0.095
C 1.34635 2.33192 -2.54731 0.393 -0.532 -1.764
N 2.22477 2.29606 -1.41296 0.028 2.582 -1.818
C 2.40539 3.55217 -0.67466 0.702 0.439 -1.643
C 3.29170 3.10269 0.44491 0.963 -0.306 1.333
N 2.89144 1.70276 0.56709 -0.859 -0.073 -1.924
C 2.43564 1.23873 -0.64880 -0.115 -0.953 2.046
S 2.04783 -0.35534 -1.04795 0.165 0.320 0.224
H 0.41806 2.80147 -2.22778 -0.309 0.098 -0.219
H 1.18717 1.27564 -2.79676 -0.324 0.300 -0.036
H 1.70179 2.82927 -3.55580 -0.120 -0.578 2.290
H 1.45150 3.93081 -0.35692 -0.852 -0.129 0.664
H 2.74922 4.39328 -1.33453 0.343 -0.988 0.465
H 3.00688 3.60731 1.37435 0.439 0.090 -0.092
H 4.41721 3.15103 0.29719 -1.318 0.265 -0.099
H 3.38416 1.09756 1.19336 0.640 -0.454 0.508
O 4.22462 1.72278 4.30255 -1.866 1.772 1.087
C 4.87993 0.94475 3.67007 1.330 -0.555 -1.011
N 4.81245 0.66769 2.36072 -0.904 0.459 -0.233
S 5.84551 -0.43734 1.90273 0.092 -1.754 -1.061
O 6.69565 0.06142 0.84790 0.461 0.403 0.560
O 5.26605 -1.72929 1.57032 -0.238 0.432 0.402
C 6.57152 -0.67328 3.52232 -0.049 -1.687 -1.958
C 7.30914 -1.75865 3.96004 0.505 0.428 -0.117
C 7.66836 -1.76404 5.27679 0.413 0.507 1.037
C 7.14576 -0.79699 6.13134 0.292 1.095 0.401
C 6.28400 0.17214 5.68655 -0.864 0.266 -0.671
C 5.94537 0.18126 4.33930 0.603 0.135 1.650
H 7.66600 -2.55929 3.35559 0.145 -0.132 -0.843
H 8.47843 -2.38391 5.62498 -0.236 -0.570 0.150
H 7.46004 -0.59217 7.13602 0.438 -0.837 0.526
H 5.85108 0.93578 6.31382 -0.021 -0.064 0.308
```
Positions in Å, forces in eV/Å.

Results of the Löwdin charge analysis, in e, for atoms 1 through 4:
1 Cs 0.754
2 N 0.076
3 C -0.937
4 S 0.419